Record 1
C31H60O10 | ωB97M-V/def2-TZVPD

```
! wB97M-V def2-TZVPD RIJCOSX def2/J DEFGRID3
* xyz 0 1
C 4.375 -2.859 -1.652
C 4.460 -1.685 -1.888
C 4.307 -0.278 -2.435
C 4.035 0.756 -1.307
C 2.844 0.411 -0.386
C 1.442 0.638 -1.040
C 1.207 1.559 -2.081
C -0.095 1.674 -2.644
C -1.156 0.888 -2.189
C -0.940 -0.029 -1.108
C 0.346 -0.160 -0.526
C -2.178 -0.852 -0.640
O -2.409 -1.110 0.518
C -3.116 -1.266 -1.777
C -3.302 -0.399 -2.776
C -2.561 0.943 -2.798
O -3.051 1.957 -3.228
H 4.323 -3.939 -1.686
H 3.590 -0.242 -3.271
H 5.302 -0.035 -2.864
H 3.780 1.710 -1.815
H 4.969 0.952 -0.735
H 2.872 0.982 0.564
H 2.856 -0.659 -0.090
H 2.010 2.187 -2.477
H -0.234 2.404 -3.453
H 0.507 -0.866 0.301
H -3.603 -2.248 -1.736
H -3.976 -0.657 -3.605
C -1.169 -0.523 -5.906
C -0.528 -1.874 -5.659
O 0.735 -1.722 -5.017
H -0.524 0.102 -6.526
H -2.136 -0.631 -6.403
H -1.319 0.010 -4.964
H -0.359 -2.396 -6.601
H -1.172 -2.497 -5.028
H 0.585 -1.269 -4.179
C -2.114 -1.815 4.465
C -3.280 -1.000 4.988
O -3.183 0.346 4.532
H -1.169 -1.380 4.798
H -2.174 -2.848 4.817
H -2.099 -1.815 3.372
H -3.279 -0.986 6.078
H -4.232 -1.421 4.649
H -3.193 0.327 3.567
C 2.182 -1.698 5.151
C 2.226 -1.336 3.677
O 1.704 -2.398 2.891
H 2.756 -2.606 5.343
H 2.586 -0.893 5.769
H 1.154 -1.897 5.465
H 3.250 -1.157 3.351
H 1.637 -0.434 3.477
H 0.792 -2.547 3.163
C -1.682 -0.953 9.444
C -1.393 0.518 9.209
O -1.028 0.750 7.852
H -0.808 -1.558 9.195
H -1.954 -1.138 10.485
H -2.501 -1.293 8.803
H -0.563 0.848 9.833
H -2.270 1.128 9.449
H -1.766 0.467 7.301
C -4.639 2.702 1.772
C -4.751 3.634 2.964
O -5.702 3.131 3.897
H -5.606 2.591 1.280
H -3.916 3.081 1.046
H -4.326 1.705 2.091
H -5.086 4.622 2.648
H -3.786 3.742 3.469
H -5.396 2.262 4.183
C -2.965 -5.196 -4.483
C -4.127 -4.354 -3.994
O -4.008 -3.010 -4.458
H -2.018 -4.777 -4.137
H -3.047 -6.223 -4.123
H -2.930 -5.209 -5.575
H -4.146 -4.325 -2.904
H -5.079 -4.765 -4.345
H -4.001 -3.035 -5.421
C -0.142 5.448 -6.824
C -0.235 4.870 -5.425
O 1.059 4.819 -4.823
H 0.524 4.845 -7.443
H -1.124 5.486 -7.298
H 0.273 6.459 -6.797
H -0.628 3.854 -5.456
H -0.894 5.475 -4.795
H 1.396 5.720 -4.789
C 8.973 0.026 1.322
C 7.956 0.451 0.281
O 7.014 1.365 0.839
H 8.475 -0.442 2.173
H 9.691 -0.681 0.903
H 9.519 0.892 1.706
H 7.399 -0.413 -0.084
H 8.451 0.929 -0.571
H 7.503 2.133 1.153
*
```

Output
SMILES string: C#CCCCc1ccc2c(c1)C(=O)C=CC2=O.CCO.CCO.CCO.CCO.CCO.CCO.CCO.CCO
E (hartree): -1969.4060
Kohn-Sham gap (eV): 8.8

---

Record 2
C3H4N2O2 | ωB97M-V/def2-TZVPD

```
! wB97M-V def2-TZVPD RIJCOSX def2/J DEFGRID3
* xyz 0 1
O -1.213 1.962 -0.745
C -0.596 0.934 -0.537
N -0.351 -0.093 -1.445
N 0.149 -1.207 -0.753
C 0.427 -0.759 0.522
C 0.015 0.494 0.751
O 0.110 1.247 1.880
H -0.965 -0.210 -2.243
H 0.954 -1.651 -1.202
H 0.951 -1.417 1.201
H 0.518 0.700 2.571
*
```

Output
SMILES string: O=c1[nH][nH]cc1O
E (hartree): -376.6700
Kohn-Sham gap (eV): 9.0
Relative energy (zero: lowest compared OMol25 entry of this formula, charge and spin) (kcal per mole): 58.9

---

Record 3
C3H2FNaO2 | ωB97M-V/def2-TZVPD

```
! wB97M-V def2-TZVPD RIJCOSX def2/J DEFGRID3
* xyz 0 1
O -0.761 0.941 0.421
C 1.689 1.745 -0.769
C -0.918 -0.342 0.497
O 2.388 0.844 -0.587
C 0.089 -1.250 0.245
F -1.726 -0.651 1.596
H 0.267 -1.505 -0.801
H 0.316 -2.017 0.984
Na -1.343 2.233 -1.587
*
```

Output
E (hartree): -528.0892
Kohn-Sham gap (spin up / spin down) (eV): 4.8 / 4.8
Relative energy (zero: lowest compared OMol25 entry of this formula, charge and spin) (kcal per mole): 0.0

---

Record 4
CH3NO4S | ωB97M-V/def2-TZVPD

```
! wB97M-V def2-TZVPD RIJCOSX def2/J DEFGRID3
* xyz 0 1
C -0.154 1.784 0.269
N -0.475 -2.351 -0.702
O -0.192 -1.089 -0.536
O -0.082 -3.157 0.109
O 2.296 0.819 0.615
O -1.128 -2.655 -1.642
S 0.970 0.435 0.979
H -0.537 1.939 1.276
H -1.056 1.578 -0.330
H 0.358 2.697 -0.038
*
```

Output
E (hartree): -793.5550
Kohn-Sham gap (spin up / spin down) (eV): 6.1 / 6.8
Relative energy (zero: lowest compared OMol25 entry of this formula, charge and spin) (kcal per mole): 112.7

---

Record 5
C28H19BrN4ORu | ωB97M-V/def2-TZVPD

```
! wB97M-V def2-TZVPD RIJCOSX def2/J DEFGRID3
* xyz 2 5
Ru -0.083 -0.242 -0.214
Br -1.655 6.542 -2.698
C -1.242 4.774 -2.421
C -1.156 3.888 -3.521
C -0.848 2.583 -3.309
C -0.634 2.077 -1.981
O -0.386 0.843 -1.856
C -0.702 2.998 -0.860
C -0.412 2.638 0.522
N -0.107 1.465 0.941
C 0.150 1.193 2.327
C 0.271 2.128 3.321
C 0.497 1.726 4.653
C 0.593 0.402 4.976
C 0.477 -0.587 3.970
C 0.553 -1.975 4.233
C 0.415 -2.871 3.211
C 0.210 -2.391 1.909
N 0.161 -1.101 1.630
C 0.271 -0.182 2.643
C -0.999 4.317 -1.111
H -1.336 4.263 -4.519
H -0.775 1.875 -4.123
H -0.478 3.461 1.229
H 0.208 3.188 3.114
H 0.592 2.482 5.419
H 0.762 0.094 5.999
H 0.713 -2.314 5.249
H 0.460 -3.937 3.378
H 0.088 -3.069 1.075
H -1.041 5.030 -0.298
C 2.894 -3.328 -3.744
C 1.637 -3.942 -3.813
C 0.615 -3.540 -2.997
C 0.829 -2.465 -2.068
C 2.133 -1.866 -1.999
C 3.132 -2.290 -2.823
N -0.125 -2.000 -1.270
N -1.375 -2.668 -1.378
C -2.300 -1.955 -0.765
C -3.646 -2.438 -0.744
C -4.619 -1.720 -0.100
C -4.301 -0.522 0.549
C -2.984 -0.030 0.551
C -1.994 -0.718 -0.102
H 3.693 -3.660 -4.393
H 1.474 -4.745 -4.518
H -0.357 -4.006 -3.029
H 2.329 -1.088 -1.269
H 4.114 -1.841 -2.765
H -3.860 -3.372 -1.245
H -5.639 -2.080 -0.087
H -5.075 0.034 1.059
H -2.776 0.894 1.077
*
```

Output
E (hartree): -4040.9521
Kohn-Sham gap (spin up / spin down) (eV): 5.6 / 5.4
Relative energy (zero: lowest compared OMol25 entry of this formula, charge and spin) (kcal per mole): 0.0